[1]
2 unconnected molecules or ions with the total composition C3H2Br2O2. Source: the Open Molecules 2025 dataset; level of theory: wB97M-V/def2-TZVPD.

Calculated values
E_HOMO = -9.33 eV
SMILES = O=C=CBr.O=CBr
HOMO-LUMO gap = 8.74 eV
Relative energy (zero: lowest compared OMol25 entry of this formula, charge and spin) = 43.26 kcal per mole
E_LUMO = -0.6 eV

Positions of all 9 atoms, in Å:
O: -2.52545 1.91435 1.11272
C: -2.23920 1.19544 0.24550
C: -1.45818 0.44020 -0.48835
Br: -1.22703 -1.33616 0.36163
H: -1.29312 0.50517 -1.57533
O: 1.29444 0.23465 -0.41839
C: 1.89412 -0.64887 0.05395
Br: 3.89366 -0.65015 0.35961
H: 1.66076 -1.65464 0.34867

[2]
2 unconnected molecules or ions with the total composition C5H7NO. Source: the Open Molecules 2025 dataset; level of theory: wB97M-V/def2-TZVPD.

Calculated values
E_HOMO = -9.37 eV
HOMO-LUMO gap = 8.05 eV
Relative energy (zero: lowest compared OMol25 entry of this formula, charge and spin) = 115.73 kcal per mole
E_LUMO = -1.3 eV

Positions of all 14 atoms, in Å:
C: -2.01231 0.27580 0.19328
C: -0.80376 -0.75619 0.19465
C: 0.13726 0.32694 0.03147
C: 2.57563 -0.15066 0.50364
O: 2.35577 -1.28737 0.14530
C: 0.35661 0.78502 -1.28678
N: 0.66004 1.29133 -2.29328
H: -1.96218 0.98827 1.02251
H: -2.88528 -0.35780 0.31472
H: -2.11513 0.83184 -0.74418
H: -0.78390 -1.24106 1.17453
H: -0.90492 -1.50557 -0.60281
H: 2.87236 0.63783 -0.21369
H: 2.50980 0.16162 1.56063

[3]
A molecular structure, C7H8O. Source: the Open Molecules 2025 dataset; level of theory: wB97M-V/def2-TZVPD.

Calculated values
E_HOMO = -8.40 eV
HOMO-LUMO gap = 8.87 eV
Relative energy (zero: lowest compared OMol25 entry of this formula, charge and spin) = 191.87 kcal per mole
E_LUMO = 0.5 eV

Positions of all 16 atoms, in Å:
C: -2.59584 0.05208 0.37666
C: -0.57805 -1.10348 -0.14153
C: 0.51034 -0.31238 0.19542
C: 0.58144 1.04884 -0.28700
C: 1.53871 2.06058 0.04313
C: 1.67822 -1.24710 0.14023
C: 2.71677 -1.80287 0.12685
H: -2.40703 0.11352 1.44180
H: -3.74275 -0.42942 0.31088
H: -2.74589 1.40714 -0.07980
H: -0.35291 -2.19157 -0.33578
H: -0.13354 1.39687 -1.20762
H: 2.57122 1.77255 0.58554
H: 1.58762 3.06227 -0.43783
H: 3.31679 -2.71316 -0.32856
O: -1.94511 -1.11386 -0.40240

[4]
A molecular structure, BrTi. Source: the Open Molecules 2025 dataset; level of theory: wB97M-V/def2-TZVPD.

Calculated values
E_HOMO (spin up / spin down) = -7.69 / -9.01 eV
2S+1 = 4
HOMO-LUMO gap (spin up / spin down) = 6.72 / 8.24 eV
Relative energy (zero: lowest compared OMol25 entry of this formula, charge and spin) = 4.78 kcal per mole
E_LUMO (spin up / spin down) = -1.0 / -0.8 eV

Positions of all 2 atoms, in Å:
Ti: 0.33709 -1.21562 0.70984
Br: -0.33709 1.21562 -0.70984